The following is a quantum chemistry calculation of one molecule with the formula C6H10N4O at a distorted geometry, from OMol25.

Element x y z (Å)
C (-0.62554, -1.86167, 1.99049)
C (-2.42087, -1.52199, 0.45776)
C (-0.44532, -0.27464, 0.30260)
C (1.25508, -0.25590, -1.52183)
C (1.40866, 1.35836, 0.39690)
C (0.45570, 0.59125, -0.52169)
N (-0.10807, -0.83945, 1.39005)
N (-4.27100, -2.96433, 0.78218)
N (-3.49851, -2.01499, 0.62139)
N (-1.76254, -0.53427, -0.13878)
O (-1.09478, -1.82973, 3.20426)
H (1.81101, -1.03357, -1.00208)
H (1.96007, 0.37380, -2.06086)
H (0.60373, -0.73408, -2.24921)
H (1.99376, 2.06609, -0.18398)
H (2.07889, 0.66168, 0.89281)
H (0.85317, 1.90355, 1.15371)
H (-0.16489, 1.30597, -1.07878)
H (-5.01192, -2.74953, 1.45087)
H (-2.09431, -0.11592, -0.99746)
H (-1.23560, -0.94068, 3.58941)

Calculated values
total energy	-528.71091	Eh
charge	0
orbital gap	0.2779	hartree
multiplicity	1